(1)
Computed, not measured: a molecular structure, C13H25BBr2LuNO5P, with ωB97M-V with the def2-TZVPD basis set.

Positions of all 49 atoms, in Å:
C 2.74 0.44 3.72
C 2.39 1.43 2.55
B 2.56 0.70 1.08
O 3.71 0.00 0.90
C 1.43 0.76 -0.14
C 2.31 1.24 -1.34
Br 2.92 3.13 -0.88
C 1.59 1.34 -2.72
C 0.23 2.13 -2.74
O 0.34 1.58 0.35
C -0.63 0.80 1.14
O -1.56 1.17 1.67
O -0.08 -0.47 1.08
C 0.69 -0.63 -0.19
C -0.45 -0.87 -1.23
C -1.36 -2.12 -0.87
C -2.90 -1.74 -0.84
C -3.40 -1.54 0.63
C -4.57 -0.47 0.72
N -5.50 -0.49 -0.41
P 1.71 -2.24 -0.33
O 3.04 -1.82 -1.23
Br 2.36 -2.84 1.76
H 3.31 -0.45 3.37
H 1.81 0.04 4.18
H 3.36 0.93 4.49
H 3.13 2.33 2.61
H 1.34 1.85 2.76
H 4.49 0.52 1.18
H 3.23 0.65 -1.48
H 2.28 1.91 -3.39
H 1.49 0.34 -3.21
H -0.60 1.41 -2.87
H 0.24 2.76 -3.65
H 0.10 2.82 -1.88
H 0.03 -1.09 -2.21
H -1.13 -0.01 -1.37
H -1.13 -2.56 0.12
H -1.21 -2.92 -1.62
H -3.08 -0.86 -1.48
H -3.42 -2.63 -1.24
H -3.68 -2.50 1.10
H -2.53 -1.12 1.20
H -5.17 -0.76 1.62
H -4.20 0.55 0.94
H -5.61 -1.42 -0.81
H -5.16 0.16 -1.12
H 3.37 -2.61 -1.70
Lu 1.15 3.20 1.77

Output
2S+1   1
Charge   +3



(2)
Computed, not measured: C3H4INO2 in the gas phase, with ωB97M-V with the def2-TZVPD basis set.

Positions of all 11 atoms, in Å:
C -0.34 1.34 1.24
C 0.64 -0.44 -0.45
C -0.74 -1.06 -0.90
N 0.64 0.69 0.40
O -0.10 2.33 1.87
O 1.63 -0.97 -0.83
I 2.69 1.22 0.81
H -1.37 0.82 1.21
H -1.56 -1.07 -0.25
H -0.93 -0.72 -1.88
H -0.55 -2.14 -1.22

Output
2S+1   1
Charge   0
SMILES   CC(=O)N(I)C=O



Summary of HOMO in eV
-15.39, -9.61
(order as listed above)
Summary of orbital gap in eV
1.902, 8.699
(order as listed above)
Summary of max |F| in Eh/bohr
0.154, 0.067
(order as listed above)